[1]
Formula: C36H82O14
Source: the Open Molecules 2025 dataset
Level of theory: ωB97M-V with the def2-TZVPD basis set

2S+1	2
relative energy (zero: lowest compared OMol25 entry of this formula, charge and spin)	0.0	kJ/mol
LUMO level (alpha / beta)	-2.14 / -8.58	eV
net charge	+1
orbital gap (alpha / beta)	9.40 / 2.96	eV
largest force on an atom	3.09	eV/A

Each line ends with the Mulliken charge.
Atoms and positions in Å:
C -0.827 5.552 0.670  0.07
C -0.648 4.269 1.396  1.23
C -1.124 4.626 2.778  -0.49
O -2.236 5.555 2.565  -0.49
C -1.961 6.354 1.373  -0.48
H -1.083 5.318 -0.363  -0.50
H 0.104 6.118 0.691  0.37
H 0.403 3.982 1.432  -0.46
H -1.241 3.472 0.948  -0.43
H -0.326 5.139 3.314  0.38
H -1.443 3.786 3.394  0.15
H -1.570 7.334 1.648  0.25
H -2.842 6.402 0.733  0.37
C 2.990 -1.817 -3.867  -0.34
C 2.714 -0.275 -3.797  -0.66
C 3.442 0.188 -2.512  0.88
O 4.123 -1.008 -2.122  -0.42
C 4.287 -1.939 -3.159  -0.34
H 3.066 -2.238 -4.870  0.45
H 2.212 -2.397 -3.369  -0.11
H 1.651 -0.055 -3.695  0.29
H 3.048 0.133 -4.751  0.38
H 2.703 0.473 -1.764  -0.98
H 4.098 1.031 -2.729  0.44
H 4.470 -2.952 -2.800  0.17
H 5.149 -1.639 -3.756  0.31
C 3.434 0.788 1.120  1.69
C 3.862 1.875 2.045  -0.35
C 5.167 1.348 2.506  -0.88
O 4.927 -0.050 2.572  -0.56
C 3.957 -0.514 1.638  0.09
H 3.715 0.984 0.085  -0.33
H 2.346 0.759 1.074  -0.99
H 3.193 1.963 2.901  0.11
H 3.988 2.867 1.612  0.28
H 5.382 1.781 3.483  0.45
H 5.995 1.648 1.865  0.30
H 3.179 -1.099 2.128  0.16
H 4.447 -1.029 0.812  -0.13
C -0.147 -0.037 -0.550  0.41
C -0.993 0.050 0.806  -0.09
C -0.182 -0.908 1.656  0.07
O 0.233 -1.945 0.778  -0.15
C 0.550 -1.367 -0.512  0.22
H 0.678 0.673 -0.487  -0.76
H -0.782 0.142 -1.417  0.62
H -1.987 -0.386 0.707  0.47
H -1.050 1.071 1.185  0.04
H -0.727 -1.286 2.521  -0.02
H 0.639 -0.397 2.158  -0.01
H 0.212 -2.063 -1.280  0.50
H 1.637 -1.326 -0.589  -0.45
C 2.613 4.052 -0.747  -0.38
O 1.688 4.582 -1.689  -0.47
C 0.850 3.546 -2.177  0.37
C -0.241 4.050 -3.151  -0.61
O 0.345 4.636 -4.296  -0.41
C -0.673 5.084 -5.192  -0.78
H 3.209 4.855 -0.315  0.40
H 3.291 3.363 -1.252  0.38
H 2.109 3.530 0.066  -0.18
H 0.294 3.115 -1.345  -0.10
H 1.440 2.765 -2.657  0.29
H -0.983 4.663 -2.641  0.42
H -0.744 3.115 -3.401  0.18
H -1.161 4.182 -5.561  0.31
H -0.317 5.599 -6.085  0.31
H -1.438 5.761 -4.812  0.30
C 2.443 -1.599 7.927  -0.80
O 1.831 -0.895 6.868  -0.28
C 0.756 -1.601 6.195  -0.74
C -0.038 -0.613 5.393  -0.26
O 0.840 0.176 4.638  -0.18
C 0.079 1.296 4.149  -0.91
H 2.924 -2.501 7.549  0.31
H 1.736 -1.772 8.738  0.31
H 3.257 -0.984 8.312  0.24
H 0.092 -2.168 6.847  0.42
H 1.250 -2.357 5.584  0.31
H -0.731 -0.105 6.064  0.37
H -0.728 -1.141 4.735  0.25
H -0.785 0.874 3.636  0.43
H 0.641 1.910 3.445  0.12
H -0.292 1.976 4.916  0.51
C 6.791 -4.057 0.999  -0.72
O 5.364 -4.194 1.100  -0.43
C 4.672 -3.940 -0.059  -0.51
C 3.205 -4.309 0.098  0.20
O 2.701 -4.553 -1.238  -0.31
C 1.317 -5.024 -1.276  -0.38
H 7.430 -4.227 1.865  0.28
H 6.997 -3.024 0.717  0.25
H 7.064 -4.755 0.207  0.31
H 5.068 -4.441 -0.942  0.65
H 4.776 -2.897 -0.359  0.00
H 2.698 -3.482 0.596  -0.20
H 3.134 -5.191 0.734  0.48
H 1.080 -5.098 -2.337  0.28
H 0.635 -4.323 -0.794  -0.17
H 1.130 -5.994 -0.816  0.39
C -5.460 -5.990 -3.087  -0.77
O -4.790 -4.895 -2.475  -0.32
C -5.290 -4.597 -1.188  -0.65
C -4.277 -3.751 -0.414  -0.31
O -3.068 -4.510 -0.306  -0.34
C -2.262 -3.912 0.708  -0.46
H -4.966 -6.856 -2.646  0.32
H -5.249 -6.035 -4.155  0.24
H -6.541 -5.995 -2.946  0.31
H -5.403 -5.537 -0.649  0.38
H -6.176 -3.965 -1.253  0.38
H -4.720 -3.590 0.569  0.38
H -4.057 -2.820 -0.936  0.24
H -1.293 -4.408 0.766  0.31
H -2.756 -4.029 1.673  0.40
H -2.173 -2.848 0.492  -0.08
C -8.982 1.653 -1.380  -0.75
O -7.698 1.207 -1.797  -0.26
C -7.023 2.087 -2.747  -0.60
C -5.622 1.563 -3.075  -0.52
O -4.605 1.962 -2.154  -0.29
C -3.336 1.511 -2.529  -0.22
H -8.912 2.634 -0.911  0.30
H -9.384 0.878 -0.727  0.24
H -9.693 1.651 -2.206  0.31
H -6.937 3.107 -2.373  0.33
H -7.645 2.160 -3.639  0.39
H -5.403 1.906 -4.086  0.35
H -5.651 0.475 -3.132  0.32
H -3.051 1.941 -3.489  0.25
H -3.384 0.426 -2.632  0.25
H -2.646 1.738 -1.717  -0.07

[2]
Formula: C32H26BrIrN7O2S
Source: the Open Molecules 2025 dataset
Level of theory: ωB97M-V with the def2-TZVPD basis set

2S+1	2
relative energy (zero: lowest compared OMol25 entry of this formula, charge and spin)	98.3	kJ/mol
LUMO level (alpha / beta)	-7.14 / -7.64	eV
net charge	+2
orbital gap (alpha / beta)	6.01 / 5.48	eV
largest force on an atom	4.74	eV/A

Each line ends with the Mulliken charge.
Atoms and positions in Å:
Ir 0.489 -0.017 -0.264  2.43
C -1.851 -4.443 2.421  -0.92
C -2.356 -3.125 2.999  -0.50
N -2.808 -2.201 1.952  -0.17
C -2.026 -1.397 1.242  0.16
S -0.336 -1.305 1.662  -0.37
N -2.554 -0.715 0.272  -1.66
N -1.755 0.067 -0.446  0.58
C -2.256 0.708 -1.449  0.81
C -3.700 0.636 -1.815  -1.92
C -1.348 1.586 -2.158  0.60
C -1.757 2.416 -3.189  -0.99
C -0.853 3.311 -3.740  -0.65
C 0.440 3.344 -3.248  -1.12
C 0.785 2.461 -2.242  -0.20
N -0.088 1.599 -1.713  0.30
H -1.652 -5.151 3.224  0.40
H -0.928 -4.290 1.860  0.22
H -2.595 -4.879 1.754  0.31
H -1.568 -2.632 3.569  0.28
H -3.197 -3.297 3.666  0.40
H -3.766 -2.279 1.643  0.27
H -4.216 -0.061 -1.167  0.40
H -3.813 0.316 -2.852  0.39
H -4.169 1.617 -1.712  0.41
H -2.776 2.373 -3.542  0.59
H -1.159 3.981 -4.532  0.47
H 1.172 4.040 -3.632  0.50
H 1.778 2.472 -1.820  0.62
O 1.891 3.120 6.697  -0.54
N 1.366 3.518 5.687  0.92
O 0.722 4.538 5.570  -0.57
C 1.554 2.683 4.478  0.12
C 2.685 1.958 4.426  -0.83
C 2.952 1.093 3.320  0.67
C 4.121 0.318 3.238  -0.51
C 4.264 -0.559 2.195  -1.23
C 3.247 -0.648 1.244  -0.24
N 2.161 0.111 1.276  0.14
C 2.008 0.985 2.296  -0.35
C 0.850 1.817 2.318  -0.12
N 0.048 1.747 1.240  0.30
C -0.999 2.546 1.175  0.00
C -1.348 3.415 2.208  -1.31
C -0.575 3.455 3.341  -0.66
C 0.593 2.669 3.403  0.64
H 3.397 2.013 5.239  0.57
H 4.879 0.411 4.006  0.51
H 5.138 -1.189 2.103  0.45
H 3.324 -1.365 0.439  0.67
H -1.597 2.500 0.276  0.30
H -2.214 4.052 2.106  0.48
H -0.852 4.096 4.162  0.58
Br 2.890 0.026 -1.883  -0.06
C 2.053 -1.047 -3.209  0.94
C 2.675 -1.155 -4.414  -0.81
C 2.097 -1.967 -5.407  -0.70
C 0.930 -2.620 -5.144  -0.89
C 0.308 -2.537 -3.874  0.80
C -0.852 -3.290 -3.593  -1.13
C -1.341 -3.334 -2.325  -0.95
C -0.733 -2.575 -1.303  -0.43
C 0.272 -1.677 -1.553  0.63
C 0.873 -1.719 -2.851  0.10
H 3.609 -0.642 -4.599  0.46
H 2.590 -2.075 -6.362  0.42
H 0.463 -3.237 -5.901  0.43
H -1.308 -3.876 -4.381  0.44
H -2.190 -3.962 -2.090  0.50
H -1.086 -2.733 -0.300  0.60

[3]
Formula: C4H6O2
Source: the Open Molecules 2025 dataset
Level of theory: ωB97M-V with the def2-TZVPD basis set

relative energy (zero: lowest compared OMol25 entry of this formula, charge and spin)	478.9	kJ/mol
LUMO level	0.20	eV
net charge	0
orbital gap	8.27	eV
largest force on an atom	0.81	eV/A

Each line ends with the Mulliken charge.
Atoms and positions in Å:
O 2.385 1.048 0.419  -0.45
C 1.501 0.479 -0.118  0.86
C 1.085 -0.721 -0.668  -1.20
C -0.927 -0.503 0.573  -0.70
C -0.978 0.767 -0.056  0.15
O 0.069 1.515 -0.024  -0.48
H 0.497 -0.727 -1.579  0.33
H 1.797 -1.524 -0.528  0.30
H -1.677 -1.259 0.347  0.32
H -0.295 -0.660 1.437  0.33
H -1.697 0.613 1.022  0.16
H -1.766 0.947 -0.795  0.39